Here is a cluster of 18 separate species, C36H108O23 in total in a non-equilibrium geometry from the OMol25 dataset. Energies are from wB97M-V/def2-TZVPD.

CARTESIAN COORDINATES (ANGSTROEM)
C 14.33 11.48 13.55
C 15.82 11.47 13.26
O 16.43 12.73 13.28
O 13.66 12.36 12.67
H 14.26 11.83 14.51
H 14.00 10.50 13.37
H 15.96 10.97 12.31
H 16.33 10.80 13.94
H 16.18 13.10 12.38
H 12.98 12.91 13.15
C 19.26 12.22 16.93
C 19.48 13.34 15.94
O 18.21 13.85 15.44
O 18.73 12.78 18.12
H 20.10 11.55 17.20
H 18.52 11.57 16.39
H 19.97 12.85 15.07
H 19.93 14.21 16.44
H 17.97 13.34 14.63
H 17.82 13.15 17.97
C 10.35 16.41 10.58
C 9.37 15.53 11.42
O 9.44 14.14 11.02
O 11.59 15.77 10.39
H 10.48 17.30 11.22
H 9.78 16.70 9.68
H 8.34 15.91 11.42
H 9.71 15.60 12.48
H 8.80 13.71 11.62
H 11.46 14.80 10.39
C 7.51 15.13 16.54
C 7.64 16.16 17.59
O 8.69 15.76 18.43
O 8.67 15.18 15.67
H 6.58 15.23 15.91
H 7.46 14.12 16.99
H 6.76 16.08 18.27
H 7.77 17.25 17.23
H 9.51 15.99 18.00
H 8.88 14.36 15.21
C 10.26 11.77 14.40
C 11.25 12.55 15.30
O 11.94 13.53 14.69
O 9.41 12.67 13.83
H 9.62 11.10 14.91
H 10.82 11.20 13.59
H 11.97 11.85 15.75
H 10.69 12.98 16.13
H 11.45 14.37 14.65
H 9.81 13.13 13.08
C 14.34 11.75 17.70
C 15.40 12.39 16.82
O 16.07 13.50 17.39
H 13.92 10.94 17.07
H 13.54 12.34 18.07
H 14.82 11.36 18.59
H 14.97 12.72 15.84
H 16.10 11.61 16.51
H 16.52 13.94 16.64
C 17.35 14.91 10.27
C 15.87 14.50 9.91
O 15.52 13.40 10.74
H 17.56 15.82 9.62
H 18.08 14.15 9.95
H 17.54 15.07 11.33
H 15.98 14.18 8.86
H 15.23 15.34 10.15
H 14.64 13.57 11.12
C 15.48 15.93 20.69
C 15.74 14.59 21.40
O 15.38 13.44 20.71
H 15.90 16.82 21.20
H 14.43 16.12 20.46
H 15.99 15.93 19.69
H 15.31 14.47 22.39
H 16.83 14.53 21.58
H 15.54 13.54 19.72
C 15.54 17.12 12.41
C 14.06 17.00 11.96
O 13.42 15.83 12.34
H 15.62 16.97 13.49
H 15.83 18.12 12.16
H 16.16 16.38 11.88
H 13.99 17.02 10.86
H 13.48 17.83 12.21
H 12.78 15.55 11.69
C 12.58 19.18 21.54
C 12.59 19.29 20.07
O 12.70 18.02 19.30
H 11.71 18.62 21.92
H 12.47 20.19 21.90
H 13.55 18.83 21.87
H 13.52 19.88 19.80
H 11.76 19.88 19.74
H 11.85 17.60 19.46
C 9.73 18.94 15.37
C 8.90 18.48 14.18
O 9.71 17.91 13.18
H 10.78 19.29 15.12
H 9.89 18.09 16.07
H 9.20 19.71 15.92
H 8.23 19.24 13.73
H 8.13 17.74 14.48
H 10.28 17.27 13.53
C 13.54 20.39 14.07
C 14.24 20.64 15.40
O 15.56 21.23 15.31
H 12.63 19.76 14.17
H 14.13 19.79 13.39
H 13.35 21.38 13.65
H 14.29 19.75 16.04
H 13.69 21.31 16.08
H 16.21 20.54 15.39
C 11.20 14.69 21.41
C 12.02 14.02 20.34
O 12.09 14.89 19.19
H 11.72 15.58 21.79
H 10.89 14.03 22.20
H 10.30 15.06 20.93
H 11.40 13.18 20.04
H 12.96 13.69 20.88
H 12.80 14.68 18.61
C 16.56 17.78 17.91
C 17.43 16.95 17.00
O 16.69 16.51 15.84
H 15.67 17.26 18.28
H 16.22 18.72 17.49
H 17.20 18.11 18.78
H 17.76 16.02 17.56
H 18.33 17.55 16.73
H 17.22 15.82 15.40
C 13.50 15.82 16.33
C 12.58 16.77 15.60
O 11.87 16.22 14.45
H 14.38 15.63 15.78
H 13.07 14.82 16.55
H 13.72 16.22 17.32
H 13.13 17.65 15.22
H 11.81 17.02 16.32
H 12.55 16.01 13.79
C 15.79 11.90 25.45
C 16.79 12.89 24.81
O 16.52 14.27 25.26
H 14.82 11.99 25.05
H 15.70 12.17 26.49
H 16.19 10.90 25.42
H 16.79 12.87 23.73
H 17.82 12.59 25.02
H 17.08 14.91 24.81
C 12.65 13.95 7.35
C 12.01 12.85 8.19
O 12.10 13.15 9.64
H 12.43 13.72 6.28
H 13.74 14.02 7.57
H 12.27 14.92 7.60
H 12.40 11.85 8.01
H 10.96 12.74 7.95
H 11.83 12.29 10.08
C 10.65 8.97 19.24
C 10.04 8.84 17.88
O 10.68 9.58 16.83
H 10.55 9.93 19.64
H 11.65 8.68 19.08
H 10.28 8.31 20.01
H 8.92 9.09 17.90
H 10.11 7.84 17.43
H 11.04 10.35 17.24

Results
lowest unoccupied orbital energy	0.469	eV
total charge	0
spin multiplicity	1
HOMO-LUMO gap	10.21	eV